{
  "formula": "C18H20BrNO3",
  "method": "the ωB97M-V functional and the def2-TZVPD basis",
  "de_lowest_ev": 3.184,
  "spin_multiplicity": 1,
  "smiles": "O=C1CCC2(CC1)CCN(C1(c3ccc(Br)cc3)CC1)C(=O)O2",
  "largest_force_ev_per_a": 6.34,
  "gap_ev": 9.18,
  "homo_ev": -8.8,
  "species": ["O", "C", "C", "C", "C", "C", "C", "C", "C", "N", "C", "C", "C", "C", "C", "Br", "C", "C", "C", "C", "C", "O", "O", "H", "H", "H", "H", "H", "H", "H", "H", "H", "H", "H", "H", "H", "H", "H", "H", "H", "H", "H", "H"],
  "xyz": [[-1.1461, 2.9427, 5.0073], [-0.8898, 2.3006, 4.0501], [-1.2179, 2.7772, 2.6214], [-0.2388, 2.2047, 1.6320], [-0.1804, 0.6170, 1.7718], [0.1260, 0.2488, 3.2370], [-0.8898, 0.7775, 4.3093], [1.0113, 0.1347, 1.0259], [0.7386, -1.2574, 0.4447], [-0.4994, -1.1749, -0.3402], [-0.4183, -1.6996, -1.6432], [0.3542, -0.8794, -2.5862], [1.6148, -1.3256, -3.1300], [2.2687, -0.3780, -3.9838], [1.8809, 0.8601, -4.0058], [3.0980, 2.0310, -4.8475], [0.8120, 1.3388, -3.3372], [-0.0586, 0.4935, -2.6481], [-0.4206, -3.2835, -1.6150], [-1.4156, -2.5863, -2.4675], [-1.6201, -0.6409, 0.3355], [-2.6829, -0.5762, -0.2997], [-1.4666, -0.0227, 1.4903], [-1.1932, 3.8543, 2.6843], [-2.1775, 2.4524, 2.2584], [0.7642, 2.6016, 1.7592], [-0.7744, 2.4784, 0.6763], [1.0294, 0.7089, 3.5190], [0.2143, -0.8123, 3.4027], [-1.8561, 0.3289, 4.2171], [-0.5229, 0.5548, 5.3155], [1.9008, 0.1161, 1.6147], [1.0995, 0.8554, 0.2174], [1.6410, -1.5039, -0.1159], [0.6848, -2.0817, 1.2315], [2.0209, -2.3467, -2.9235], [3.0597, -0.7727, -4.5757], [0.6352, 2.3969, -3.4244], [-0.9733, 0.8305, -2.0941], [-0.8139, -3.7785, -0.6905], [0.3043, -3.7533, -2.3240], [-1.3163, -2.5361, -3.5986], [-2.4860, -2.4952, -2.1705]],
  "forces_ev_per_a": [[0.6, 2.9, 1.9], [-4.0, -2.9, -0.5], [1.8, 0.0, 1.3], [-2.0, -1.2, -1.0], [0.4, 1.1, 2.8], [-2.3, -0.1, 1.1], [2.6, 0.4, -1.8], [-1.1, -0.9, -1.9], [0.4, -0.3, 0.9], [-0.5, 0.9, 3.0], [-1.0, -3.2, -1.3], [2.5, 0.4, 0.9], [-2.0, 1.5, -0.4], [0.3, -6.2, 1.4], [0.8, 2.9, -0.8], [0.0, 0.7, -0.4], [-2.5, 1.0, 0.9], [1.0, -0.9, -0.4], [0.7, 0.4, -1.9], [-2.3, 1.5, 0.6], [-1.1, 0.3, -5.2], [1.1, -0.5, 1.7], [1.2, 0.3, 0.4], [-0.1, 0.4, -0.3], [-0.7, -0.2, 0.7], [0.1, 0.0, -0.4], [1.6, -0.5, 0.2], [1.5, 0.5, 0.1], [0.3, -0.6, -0.5], [-0.8, 0.1, -0.3], [0.0, 0.3, -0.2], [0.5, 0.2, 0.5], [0.7, -0.3, -0.6], [-0.5, -0.2, -0.7], [-0.1, 1.1, -0.7], [-0.6, 1.1, -0.4], [0.8, 0.2, -0.2], [-0.3, 0.2, 0.2], [1.0, -0.3, -0.8], [0.8, 0.6, -1.0], [-0.3, -0.2, 1.5], [0.3, 0.0, 1.7], [1.0, -0.4, -0.1]],
  "mulliken_charge": [-0.53, 0.41, -0.83, -0.84, 1.82, -1.52, -0.66, -1.44, -0.78, 0.56, 0.71, -0.24, -0.62, -0.65, 0.16, -0.21, -0.57, -0.42, -0.85, -0.39, 0.37, -0.68, -0.31, 0.40, 0.35, 0.39, 0.27, 0.52, 0.42, 0.32, 0.38, 0.50, 0.47, 0.38, 0.41, 0.33, 0.45, 0.43, 0.47, 0.30, 0.23, 0.23, 0.23]
}